1.
Molecular formula: C4H7As2F6LiN3S5
Method: DFT, ωB97M-V/def2-TZVPD

Positions of all 28 atoms, in Å:
Li -2.4079 0.1036 0.9634
S -1.2350 -3.9877 3.2069
As -2.4961 -2.3508 2.6254
S -1.7807 -0.4343 3.2728
S -2.8341 -2.2733 0.5059
S -4.3284 -2.8707 3.7076
C 3.8035 0.5594 -2.7578
C 3.3438 1.1050 -1.3995
C 2.4068 0.1804 -0.6814
N 1.1520 0.4152 -0.5146
N 0.4731 -0.5923 0.1539
C 1.2462 -1.5816 0.4685
N 0.8182 -2.7243 1.0647
S 2.9124 -1.3584 -0.0230
H 4.4533 1.2746 -3.2693
H 2.9381 0.3598 -3.3936
H 4.3548 -0.3776 -2.6396
H 2.8005 2.0396 -1.5318
H 4.2164 1.3051 -0.7711
H -0.1244 -2.7411 1.4478
H 1.4840 -3.2933 1.5501
F -1.6882 1.3581 -0.2522
As -3.0306 2.4918 -0.2987
F -3.8790 1.3287 0.7248
F -3.6422 1.7053 -1.6952
F -4.3958 3.5282 -0.2886
F -2.1361 3.5693 -1.2868
F -2.4246 3.2611 1.1115

Atoms 1-3, force components in eV/Å:
Li 0.2768 -0.5811 0.2313
S -0.4414 -0.1538 0.3158
As 0.2859 0.3591 -0.2906

Orbital gap (alpha / beta) ... 5.88 / 5.44 eV
Energy ... -201104.177 eV
LUMO (alpha / beta) ... 4.03 / 3.67 eV
Spin multiplicity ... 2
⟨S²⟩ ... 0.758
Net charge ... -2
Relative energy (zero: lowest compared OMol25 entry of this formula, charge and spin) ... 0.00 kJ/mol

Löwdin population analysis, charges in e, atoms 1 to 4: atom 1 (Li): 0.380, atom 2 (S): -0.149, atom 3 (As): -0.675, atom 4 (S): -0.194

2.
Molecular formula: C24H19HfN7OS4
Method: DFT, ωB97M-V/def2-TZVPD

Positions of all 56 atoms, in Å:
Hf 0.0194 0.3087 0.6051
O 1.0722 3.6616 -1.3641
C 1.1115 2.6606 -0.6869
N 0.1864 2.2632 0.2252
C -1.1042 2.9406 0.1659
C -2.1719 2.0079 -0.3741
C -3.4436 2.4748 -0.6932
C -4.3714 1.6117 -1.2527
C -4.0065 0.2870 -1.4729
C -2.7449 -0.1237 -1.0945
N -1.8347 0.7117 -0.5562
C 2.2633 1.6803 -0.8090
C 3.4680 2.0867 -1.3672
C 4.4879 1.1583 -1.5183
C 4.2503 -0.1558 -1.1351
C 3.0127 -0.4899 -0.6148
N 2.0307 0.4056 -0.4307
H -1.0147 3.8143 -0.4994
H -1.3909 3.3021 1.1647
H -3.6918 3.5077 -0.5039
H -5.3544 1.9680 -1.5222
H -4.6900 -0.4063 -1.9345
H -2.4361 -1.1547 -1.2382
H 3.5711 3.1164 -1.6789
H 5.4397 1.4431 -1.9406
H 5.0094 -0.9125 -1.2544
H 2.7957 -1.5190 -0.3504
S 0.8754 -1.7794 7.3485
C 0.3300 -0.8386 6.1162
S -0.8469 -1.3569 4.9076
C -0.5343 0.1710 4.0466
N 0.3200 0.9205 4.6422
N 0.7710 0.4026 5.7865
C 1.6175 1.1695 6.6398
C 1.2742 1.3225 7.9782
C 2.0952 2.0645 8.8095
C 3.2511 2.6415 8.3096
C 3.5922 2.4749 6.9769
C 2.7720 1.7478 6.1303
S -1.4235 0.5760 2.6296
H 0.3693 0.8764 8.3592
H 1.8324 2.1989 9.8464
H 3.8904 3.2204 8.9573
H 4.5117 2.8983 6.6031
H 3.0268 1.6263 5.0873
S -0.3391 -2.2909 0.3381
C 0.6390 -2.2487 1.7109
N 0.8413 -3.3607 2.4661
C 1.6611 -3.3521 3.5458
C 2.3129 -2.1866 3.8736
C 2.0820 -1.0579 3.0859
N 1.2508 -1.0795 2.0248
H 0.3541 -4.2103 2.1980
H 1.7732 -4.2714 4.0960
H 2.9826 -2.1559 4.7150
H 2.5709 -0.1163 3.2911

Atoms 1-3, force components in eV/Å:
Hf -0.6460 -1.5360 1.3255
O 0.1054 -0.3788 0.1552
C 0.8861 0.7908 -0.5511

Orbital gap ... 5.30 eV
Energy ... -82311.980 eV
LUMO ... -7.44 eV
Net charge ... +2
Relative energy (zero: lowest compared OMol25 entry of this formula, charge and spin) ... 117.62 kJ/mol

Löwdin population analysis, charges in e, atoms 1 to 4: atom 1 (Hf): 1.387, atom 2 (O): 0.138, atom 3 (C): -0.467, atom 4 (N): -0.161